Entry from OMol25: a 11-piece molecular cluster, C41H70Cl12N8 overall at a distorted geometry (ωB97M-V/def2-TZVPD).

E (eV): -205837.4548
HOMO-LUMO gap (eV): 7.72
ΔE to the lowest compared entry with this formula, charge and spin (kcal/mol): 50.82
HOMO (eV): -7.61
SMILES: ClC(Cl)(Cl)Cl.ClC(Cl)(Cl)Cl.ClC(Cl)(Cl)Cl.c1cc[nH]c1.c1cc[nH]c1.c1cc[nH]c1.c1cc[nH]c1.c1cc[nH]c1.CCN(CC)CC.CCN(CC)CC.CCN(CC)CC

Geometry (Å):
Cl  -1.393  2.950  4.576
C  -3.115  3.050  5.081
Cl  -3.687  1.389  5.608
Cl  -3.349  4.151  6.468
Cl  -4.107  3.512  3.734
Cl  6.391  1.670  -3.514
C  4.901  1.085  -2.810
Cl  4.090  2.487  -2.095
Cl  3.873  0.246  -3.948
Cl  5.306  -0.043  -1.439
Cl  -1.332  -3.773  1.339
C  -1.369  -3.846  3.077
Cl  -2.470  -5.167  3.689
Cl  0.261  -4.237  3.663
Cl  -1.869  -2.251  3.761
C  1.778  -3.173  -1.804
C  2.753  -4.035  -1.227
C  2.155  -5.280  -1.328
N  0.904  -5.132  -1.827
C  0.615  -3.864  -2.147
H  1.950  -2.123  -1.993
H  3.744  -3.785  -0.876
H  2.450  -6.274  -1.026
H  0.221  -5.875  -1.858
H  -0.337  -3.560  -2.557
C  3.098  -0.406  7.098
C  2.698  -1.128  5.940
C  1.587  -1.899  6.260
N  1.295  -1.689  7.578
C  2.186  -0.746  8.047
H  3.968  0.227  7.185
H  3.207  -1.132  4.988
H  1.122  -2.728  5.746
H  0.538  -2.098  8.105
H  2.077  -0.341  9.042
C  0.176  3.636  8.544
C  0.952  4.174  7.588
C  1.251  3.149  6.682
N  0.644  2.012  7.146
C  -0.108  2.325  8.232
H  -0.203  4.293  9.313
H  1.321  5.188  7.645
H  1.916  3.066  5.835
H  0.687  1.129  6.656
H  -0.767  1.635  8.739
C  6.546  -3.026  2.497
C  5.267  -3.530  2.801
C  4.880  -4.366  1.739
N  5.986  -4.398  0.898
C  6.941  -3.561  1.265
H  7.178  -2.399  3.108
H  4.663  -3.167  3.620
H  3.933  -4.872  1.620
H  6.083  -4.950  0.057
H  7.828  -3.501  0.652
C  -4.196  -0.654  0.771
C  -4.249  0.530  1.482
C  -2.962  1.122  1.562
N  -2.162  0.179  0.978
C  -2.887  -0.865  0.472
H  -5.051  -1.272  0.540
H  -5.175  0.881  1.914
H  -2.441  1.960  2.001
H  -1.159  0.246  0.876
H  -2.363  -1.619  -0.098
C  -5.068  5.530  -3.900
C  -4.263  5.330  -2.629
N  -3.417  4.138  -2.574
C  -2.799  3.933  -1.269
C  -3.894  3.818  -0.203
C  -2.436  4.111  -3.721
C  -1.714  2.758  -3.666
H  -5.709  4.657  -4.025
H  -4.479  5.837  -4.764
H  -5.660  6.425  -3.709
H  -3.682  6.179  -2.271
H  -5.036  5.162  -1.879
H  -2.202  3.023  -1.220
H  -2.066  4.708  -1.043
H  -4.740  3.231  -0.560
H  -3.572  3.296  0.698
H  -4.179  4.813  0.139
H  -1.715  4.914  -3.875
H  -2.995  4.043  -4.655
H  -1.560  2.263  -4.624
H  -2.280  1.998  -3.126
H  -0.812  2.879  -3.066
C  0.823  0.905  3.284
C  1.071  1.360  1.869
N  0.543  0.455  0.791
C  0.801  1.026  -0.509
C  0.174  0.337  -1.750
C  0.952  -0.944  0.934
C  2.526  -1.134  0.956
H  -0.229  0.678  3.456
H  0.997  1.731  3.974
H  1.363  0.024  3.631
H  0.560  2.322  1.823
H  2.147  1.382  1.697
H  0.468  2.064  -0.494
H  1.873  1.164  -0.651
H  0.323  -0.742  -1.734
H  -0.903  0.501  -1.724
H  0.564  0.735  -2.687
H  0.430  -1.649  0.287
H  0.553  -1.283  1.891
H  2.862  -0.565  1.823
H  2.941  -0.763  0.018
H  2.913  -2.153  0.945
C  -0.887  -4.125  -6.973
C  -0.180  -2.805  -7.190
N  -1.009  -1.708  -6.705
C  -0.147  -0.589  -6.347
C  0.416  -0.864  -4.931
C  -1.925  -1.268  -7.785
C  -3.258  -0.632  -7.240
H  -0.245  -5.003  -7.046
H  -1.696  -4.290  -7.685
H  -1.347  -4.130  -5.985
H  0.722  -2.807  -6.578
H  0.117  -2.691  -8.233
H  0.630  -0.336  -7.069
H  -0.697  0.345  -6.239
H  1.093  -0.071  -4.615
H  -0.357  -1.014  -4.178
H  1.021  -1.759  -4.789
H  -2.295  -2.197  -8.219
H  -1.476  -0.659  -8.570
H  -3.868  -0.205  -8.036
H  -2.942  0.120  -6.517
H  -3.813  -1.338  -6.621